C36H32ClOP2Sm | wB97M-V/def2-TZVPD

Summary:
Energy relative to the best compared isomer or geometry (same formula, charge and spin) in kcal per mole: 0.0
HOMO level (spin up / spin down) in eV: -13.58 / -13.56
Charge: +2
Spin multiplicity: 6
Expectation value of S²: 8.7671
Lowest unoccupied orbital energy (spin up / spin down) in eV: -7.5 / -6.2

Each line ends with the Löwdin charge.
CARTESIAN COORDINATES (ANGSTROEM)
1 Sm -0.36 0.25 0.44  1.39
2 Cl 1.88 -0.67 -0.37  0.01
3 P -0.91 0.15 -2.46  0.95
4 C -1.43 1.88 -2.74  -0.40
5 C -2.75 2.23 -3.08  -0.10
6 C -3.10 3.58 -3.19  -0.06
7 C -2.15 4.58 -2.97  -0.05
8 C -0.84 4.24 -2.61  -0.06
9 C -0.49 2.89 -2.50  -0.14
10 C 0.37 -0.15 -3.72  -0.39
11 C 1.03 -1.40 -3.65  -0.13
12 C 2.17 -1.63 -4.43  -0.06
13 C 2.62 -0.67 -5.34  -0.05
14 C 1.90 0.52 -5.49  -0.06
15 C 0.77 0.78 -4.70  -0.07
16 C -2.27 -0.93 -3.05  -0.38
17 C -2.92 -1.75 -2.11  -0.12
18 C -3.86 -2.68 -2.53  -0.07
19 C -4.16 -2.82 -3.89  -0.05
20 C -3.54 -1.99 -4.83  -0.04
21 C -2.61 -1.03 -4.41  -0.07
22 H 0.67 -2.14 -2.94  0.09
23 H 2.70 -2.58 -4.33  0.11
24 H 3.51 -0.86 -5.94  0.12
25 H 2.21 1.26 -6.23  0.12
26 H 0.21 1.71 -4.82  0.11
27 H -3.49 1.45 -3.22  0.09
28 H -4.13 3.86 -3.45  0.12
29 H -2.41 5.64 -3.11  0.12
30 H -0.10 5.02 -2.42  0.12
31 H 0.53 2.62 -2.20  0.09
32 H -2.67 -1.66 -1.05  0.07
33 H -4.36 -3.31 -1.79  0.11
34 H -4.88 -3.57 -4.22  0.12
35 H -3.77 -2.09 -5.89  0.12
36 H -2.13 -0.38 -5.14  0.12
37 H -4.86 2.16 -1.06  0.04
38 H -4.98 1.41 -1.09  0.04
39 O -0.61 0.42 2.70  -0.54
40 P 0.72 -0.12 3.36  0.89
41 C 0.74 -1.85 2.82  -0.27
42 C 1.53 -2.90 3.35  -0.02
43 C 1.44 -4.19 2.79  -0.02
44 C 0.75 -4.40 1.59  -0.02
45 C 0.01 -3.34 1.04  -0.07
46 C -0.20 -2.19 1.81  -0.24
47 C 1.94 1.08 2.75  -0.27
48 C 3.26 1.27 3.23  -0.02
49 C 4.12 2.17 2.56  -0.02
50 C 3.75 2.73 1.33  -0.02
51 C 2.44 2.52 0.87  -0.08
52 C 1.49 1.94 1.71  -0.24
53 C 0.75 -0.09 5.16  -0.27
54 C -0.38 0.37 5.87  -0.06
55 C -0.37 0.41 7.26  -0.04
56 C 0.77 -0.01 7.97  -0.04
57 C 1.89 -0.47 7.28  -0.05
58 C 1.90 -0.51 5.88  -0.09
59 H 2.18 -2.71 4.20  0.11
60 H 1.93 -5.03 3.29  0.13
61 H 0.74 -5.39 1.12  0.13
62 H -0.47 -3.42 0.06  0.12
63 H -1.19 -1.65 1.76  0.10
64 H 3.60 0.74 4.11  0.10
65 H 5.09 2.42 3.00  0.13
66 H 4.44 3.35 0.77  0.13
67 H 2.13 2.86 -0.13  0.11
68 H 0.41 2.26 1.67  0.10
69 H -1.26 0.69 5.30  0.11
70 H -1.25 0.77 7.79  0.12
71 H 0.76 0.02 9.05  0.12
72 H 2.78 -0.80 7.83  0.12
73 H 2.78 -0.87 5.35  0.09

***

C36H32F11N6O5Ru | wB97M-V/def2-TZVPD

Summary:
Energy relative to the best compared isomer or geometry (same formula, charge and spin) in kcal per mole: 0.0
HOMO level (spin up / spin down) in eV: -8.93 / -8.76
Charge: +1
Lowest unoccupied orbital energy (spin up / spin down) in eV: -3.3 / -3.3

Each line ends with the Löwdin charge.
CARTESIAN COORDINATES (ANGSTROEM)
1 Ru 0.26 -0.34 0.49  1.21
2 C -2.10 -0.84 -1.22  -0.05
3 N -1.52 -1.29 0.06  -0.35
4 C -2.42 -0.94 1.18  -0.18
5 C -2.36 0.57 1.42  -0.22
6 N -0.95 0.96 1.35  -0.17
7 C -0.70 2.33 1.50  -0.19
8 C 0.01 2.83 2.59  -0.16
9 F 0.40 2.01 3.57  0.11
10 C 0.36 4.17 2.69  -0.14
11 F 1.05 4.60 3.76  0.10
12 C -0.03 5.07 1.72  -0.14
13 F 0.29 6.35 1.82  0.13
14 C -0.75 4.61 0.63  -0.14
15 F -1.12 5.45 -0.33  0.13
16 C -1.07 3.26 0.54  -0.16
17 F -1.73 2.85 -0.55  0.11
18 C -1.16 -2.72 0.01  -0.17
19 C 0.04 -2.86 -0.91  -0.21
20 N 0.97 -1.75 -0.65  -0.17
21 C 2.12 -1.88 -1.45  -0.19
22 C 3.12 -2.79 -1.15  -0.16
23 F 2.99 -3.57 -0.07  0.12
24 C 4.27 -2.89 -1.91  -0.14
25 F 5.22 -3.77 -1.58  0.13
26 C 4.45 -2.07 -3.01  -0.13
27 F 5.55 -2.16 -3.74  0.13
28 C 3.46 -1.16 -3.34  -0.14
29 F 3.62 -0.36 -4.40  0.12
30 C 2.32 -1.08 -2.57  -0.16
31 F 1.38 -0.19 -2.92  0.10
32 H -3.03 -1.37 -1.42  0.10
33 H -1.39 -1.02 -2.02  0.08
34 H -2.29 0.23 -1.17  0.08
35 H -2.05 -1.45 2.06  0.11
36 H -3.44 -1.28 0.98  0.13
37 H -2.78 0.78 2.41  0.12
38 H -2.97 1.11 0.69  0.11
39 H -2.01 -3.33 -0.32  0.13
40 H -0.88 -3.01 1.02  0.12
41 H -0.28 -2.86 -1.96  0.12
42 H 0.53 -3.82 -0.73  0.12
43 F -1.82 -0.92 6.23  0.07
44 C -0.57 -0.49 5.93  -0.19
45 C 0.06 -0.98 4.82  0.09
46 C 1.36 -0.56 4.53  -0.05
47 C 1.99 -1.07 3.30  -0.33
48 O 1.44 -1.89 2.57  0.05
49 C 3.30 -0.52 3.04  -0.04
50 C 3.89 0.32 3.92  0.05
51 N 3.28 0.80 5.04  0.01
52 C 3.97 1.76 5.87  -0.26
53 C 4.70 2.89 5.21  -0.08
54 C 3.43 3.15 5.95  -0.09
55 C 2.00 0.35 5.37  -0.12
56 C 1.34 0.83 6.50  0.07
57 C 0.05 0.43 6.78  -0.16
58 N -0.60 0.96 7.95  -0.12
59 C -1.97 1.43 7.81  -0.13
60 C -2.35 2.15 9.11  -0.07
61 N -1.09 2.48 9.85  0.05
62 C -0.40 1.23 10.34  -0.07
63 C -0.43 0.21 9.18  -0.12
64 C 4.05 -0.91 1.82  -0.35
65 O 5.03 -1.58 1.80  0.21
66 O 3.66 -0.37 0.59  0.16
67 H -0.42 -1.69 4.16  0.14
68 H 4.89 0.71 3.75  0.16
69 H 4.42 1.33 6.76  0.15
70 H 4.65 2.95 4.13  0.11
71 H 5.63 3.19 5.64  0.11
72 H 2.55 3.37 5.36  0.10
73 H 3.48 3.66 6.91  0.11
74 H 1.81 1.55 7.15  0.12
75 H -2.69 0.63 7.64  0.12
76 H -2.02 2.11 6.96  0.14
77 H -2.94 1.52 9.78  0.14
78 H -2.90 3.07 8.94  0.14
79 H -1.26 3.12 10.62  0.19
80 H -0.45 2.93 9.18  0.18
81 H -0.94 0.89 11.22  0.14
82 H 0.61 1.51 10.62  0.13
83 H -1.24 -0.52 9.34  0.14
84 H 0.51 -0.34 9.16  0.14
85 C 2.03 2.21 -1.11  0.00
86 O 2.97 1.17 -0.74  0.03
87 C 2.74 0.60 0.42  -0.58
88 O 1.93 0.98 1.25  0.01
89 H 2.37 2.56 -2.08  0.11
90 H 2.06 3.01 -0.37  0.10
91 H 1.03 1.78 -1.18  0.07

***

C36H32FGdP2 | wB97M-V/def2-TZVPD

Summary:
HOMO level (spin up / spin down) in eV: -14.45 / -14.30
Charge: +2
Spin multiplicity: 8
Expectation value of S²: 16.0898
Lowest unoccupied orbital energy (spin up / spin down) in eV: -6.3 / -8.9

Each line ends with the Löwdin charge.
CARTESIAN COORDINATES (ANGSTROEM)
1 C 0.61 -1.11 -1.84  -0.11
2 C -0.36 -1.59 -0.95  -0.36
3 C -1.68 -1.70 -1.44  -0.07
4 C -1.98 -1.49 -2.79  -0.05
5 C -0.98 -1.17 -3.70  -0.05
6 C 0.31 -1.01 -3.18  -0.13
7 P 0.08 -1.92 0.78  1.00
8 C -1.23 -3.10 1.31  -0.37
9 C -2.26 -2.57 2.12  -0.15
10 C -3.34 -3.41 2.44  -0.06
11 C -3.38 -4.75 2.04  -0.04
12 C -2.33 -5.28 1.28  -0.03
13 C -1.26 -4.44 0.91  -0.04
14 Gd -0.67 0.18 2.41  1.40
15 P 0.07 1.82 0.35  0.97
16 C -1.27 1.99 -0.81  -0.39
17 C -1.11 2.31 -2.16  -0.07
18 C -2.23 2.29 -2.99  -0.05
19 C -3.48 1.94 -2.49  -0.05
20 C -3.61 1.62 -1.15  -0.07
21 C -2.52 1.63 -0.30  -0.14
22 C -0.29 3.21 1.61  -0.36
23 C 0.54 3.10 2.75  -0.16
24 C 0.36 3.98 3.81  -0.05
25 C -0.66 4.92 3.76  -0.04
26 C -1.48 5.05 2.63  -0.04
27 C -1.30 4.18 1.53  -0.06
28 C 1.60 2.29 -0.41  -0.38
29 C 2.63 1.35 -0.22  -0.12
30 C 3.89 1.64 -0.73  -0.05
31 C 4.12 2.80 -1.46  -0.04
32 C 3.08 3.70 -1.66  -0.04
33 C 1.81 3.47 -1.12  -0.07
34 C 1.65 -2.83 0.79  -0.37
35 C 2.08 -3.63 -0.29  -0.08
36 C 3.32 -4.29 -0.22  -0.05
37 C 4.12 -4.18 0.91  -0.04
38 C 3.67 -3.42 1.99  -0.05
39 C 2.46 -2.73 1.93  -0.09
40 H 1.32 2.32 2.79  0.09
41 H 1.05 3.92 4.65  0.12
42 H -0.81 5.59 4.60  0.12
43 H -2.26 5.82 2.58  0.12
44 H -1.95 4.23 0.65  0.12
45 H -0.11 2.51 -2.56  0.08
46 H -2.11 2.52 -4.04  0.12
47 H -4.35 1.94 -3.14  0.12
48 H -4.58 1.35 -0.75  0.12
49 H -2.64 1.29 0.74  0.08
50 H 2.44 0.45 0.35  0.09
51 H 4.69 0.95 -0.54  0.11
52 H 5.10 2.98 -1.89  0.12
53 H 3.25 4.61 -2.23  0.12
54 H 1.01 4.21 -1.21  0.13
55 H 1.47 -3.72 -1.19  0.11
56 H 3.65 -4.90 -1.07  0.12
57 H 5.09 -4.69 0.95  0.13
58 H 4.30 -3.36 2.87  0.12
59 H 2.15 -2.09 2.76  0.09
60 H -2.30 -1.52 2.48  0.02
61 H -4.18 -2.99 2.99  0.12
62 H -4.22 -5.38 2.33  0.13
63 H -2.35 -6.34 0.98  0.13
64 H -0.44 -4.84 0.30  0.12
65 H -2.48 -1.88 -0.72  0.11
66 H -3.01 -1.56 -3.13  0.12
67 H -1.21 -1.03 -4.77  0.13
68 H 1.18 -0.74 -3.78  0.09
69 H 1.59 -0.74 -1.50  0.11
70 H 0.21 1.19 -4.60  0.09
71 H 0.78 0.99 -4.15  0.06
72 F 0.76 0.06 3.83  -0.53

***

| no. | E (Ha) |
| --- | --- |
| 1 | -3266.6385 |
| 2 | -3288.8342 |
| 3 | -2938.7188 |